Below is one molecule with the formula C8H18N4 at a distorted geometry, with properties calculated with ωB97M-V/def2-TZVPD.

The geometry in XYZ format:
```
30
Properties=species:S:1:pos:R:3
C 2.0334 2.3742 -0.3329
C 1.7647 0.9642 0.0176
N 0.4629 0.5207 -0.4844
N 0.3701 -0.9133 -0.2731
C -0.6231 -1.4179 -1.2871
C -1.9320 -1.9349 -0.6368
N -1.5790 -2.8707 0.4692
C -0.7825 -2.2198 1.5179
C 0.5199 -1.8564 0.9268
C -0.4505 1.3044 0.3641
C -0.3783 2.8126 0.0617
N 0.8875 3.2523 -0.6565
H 2.6688 2.2764 -1.2241
H 2.5628 2.7836 0.5382
H 1.7116 0.8870 1.0761
H 2.5629 0.3500 -0.2868
H -0.9173 -0.4643 -1.8319
H -0.3305 -2.3299 -1.8966
H -2.6682 -2.4407 -1.2196
H -2.4419 -1.0697 -0.1276
H -2.3723 -3.3381 0.8840
H -1.3691 -1.3507 1.9039
H -0.6336 -2.9785 2.2963
H 0.9924 -1.3039 1.6839
H 1.1213 -2.6913 0.5873
H -0.1507 1.4348 1.5146
H -1.4386 0.7775 0.3379
H -0.6544 3.3624 0.8906
H -1.1824 2.9008 -0.6356
H 0.6395 3.1126 -1.6653
```

E, eV: -14544.3600
Energy relative to the best compared isomer or geometry (same formula, charge and spin), eV: 3.081
Orbital gap, eV: 9.0
Total charge: 0
Strongest force on any atom, Eh/bohr: 0.0763
SMILES string: C1CN(N2CCNCC2)CCN1



Below is a 12-piece molecular cluster, C5H35N2O12 overall at a distorted geometry, with properties calculated with ωB97M-V/def2-TZVPD.

The geometry in XYZ format:
```
54
Properties=species:S:1:pos:R:3
C -1.2483 1.2538 0.8965
C -0.6739 0.1185 0.0290
C 0.8491 0.0972 0.0025
C 1.5443 1.2715 -0.6812
N 1.0078 1.6603 -2.0021
N -1.2163 -1.1762 0.5533
C -2.2269 -1.7760 -0.3388
O -1.7520 -1.9245 -1.6088
H -2.3463 1.2012 0.9030
H -0.9984 2.2510 0.5090
H -0.8814 1.2318 1.8773
H -1.0769 0.2640 -1.0104
H 1.2548 0.0198 1.0217
H 1.1985 -0.8589 -0.5164
H 2.6537 1.0277 -0.7662
H 1.4630 2.1590 -0.0334
H 1.1121 0.8839 -2.6428
H -0.0380 1.8110 -1.9441
H -0.4687 -1.8734 0.7108
H -3.1175 -1.1157 -0.3489
H -2.5101 -2.7730 -0.0069
H 1.8769 -1.5236 -2.6806
H 1.7488 -2.7998 -1.8923
O 2.4177 -2.1534 -2.1941
H -2.8819 2.4309 -1.2140
H -2.1772 1.6621 -2.3111
O -2.1504 2.4833 -1.8253
H 0.8069 3.8326 -1.0595
H -0.6514 3.6991 -0.8666
O 0.1318 4.0467 -0.4077
H -2.3334 0.0436 3.2638
H -1.7356 -0.9696 2.3374
O -1.8138 -0.7063 3.2821
H -0.3083 -1.4333 -2.4949
H -0.5361 -0.3772 -3.5582
O 0.1765 -0.9563 -3.2298
H 3.0926 0.2763 3.4307
H 2.7548 1.6403 2.9491
O 3.5033 1.1214 3.2722
H 0.9011 0.6596 3.1343
H -0.1439 -0.4825 3.4862
O 0.8140 -0.2152 3.4993
H 0.4083 -3.3848 -0.2321
H -0.4874 -2.9934 -1.4819
O 0.3446 -3.5597 -1.1898
H 0.9637 3.0713 3.0083
H 0.9797 2.5294 1.6008
O 1.1795 2.2980 2.5539
H 2.1705 -2.2485 1.5413
H 1.1698 -1.5856 2.4999
O 1.2970 -2.3472 1.8999
H -2.0649 -0.8320 -2.3740
H -3.0182 -0.1646 -3.4087
O -2.2721 0.0801 -2.9709
```

E, eV: -33306.5928
Energy relative to the best compared isomer or geometry (same formula, charge and spin), eV: 0.716
Orbital gap, eV: 8.7
Total charge: -1
Strongest force on any atom, Eh/bohr: 0.0797



Below is a 2-piece molecular cluster, C13H25ClIN4O3 overall at a distorted geometry, with properties calculated with ωB97M-V/def2-TZVPD.

The geometry in XYZ format:
```
47
Properties=species:S:1:pos:R:3
C -2.5911 1.8435 -0.2789
C -1.5076 0.8276 -0.6562
C -0.4607 0.6080 0.4457
C 0.1710 -0.7882 0.4007
C 1.6754 -0.8316 0.0777
C 2.1244 -2.3140 0.1524
I 3.8888 -2.6089 1.3292
N 2.3593 -2.9641 -1.1657
C 1.6914 -2.4425 -2.2379
N 1.4027 -3.2817 -3.2172
Cl 0.6914 -2.7908 -4.6573
N 1.3754 -1.1360 -2.3254
C 2.0943 -0.3424 -1.2996
C 2.0232 1.1417 -1.6074
N 2.9166 1.4486 -2.7241
C 3.4358 2.8263 -2.7225
H -3.5097 1.6278 -0.8201
H -2.8231 1.7655 0.7821
H -2.2947 2.8651 -0.4984
H -1.0496 1.1640 -1.5895
H -1.9954 -0.1248 -0.8616
H -0.9969 0.7091 1.3834
H 0.2987 1.3877 0.4352
H -0.3680 -1.4507 -0.2806
H 0.0591 -1.2424 1.3842
H 2.1926 -0.2450 0.8335
H 1.3601 -2.8919 0.6575
H 3.3334 -3.1665 -1.3646
H 1.5793 -4.2704 -3.1271
H 0.3761 -0.9450 -2.3757
H 3.1460 -0.6051 -1.4209
H 0.9933 1.4028 -1.8674
H 2.3153 1.7128 -0.7333
H 2.4261 1.2911 -3.5902
H 4.4747 2.8322 -2.4006
H 3.4266 3.2197 -3.7360
H 2.8522 3.4948 -2.0921
C -3.6818 1.1897 4.4223
C -4.3733 -0.0942 4.8397
O -4.0779 -0.9656 3.7376
C -2.9696 -0.5186 3.1244
O -2.3753 -1.1091 2.2781
O -2.6172 0.6985 3.5915
H -3.2733 1.7577 5.2525
H -4.3232 1.8342 3.8200
H -3.9469 -0.5244 5.7463
H -5.4479 0.0057 4.9562
```

E, eV: -46605.4233
Orbital gap, eV: 8.6
Total charge: +1
Strongest force on any atom, Eh/bohr: 0.0218



Below is a 2-piece molecular cluster, C3H8O3S overall at a distorted geometry, with properties calculated with ωB97M-V/def2-TZVPD.

The geometry in XYZ format:
```
15
Properties=species:S:1:pos:R:3
O 2.6755 0.0954 -0.8204
C 1.6516 0.4555 -0.2798
O 1.4271 0.7929 1.0427
C 0.3217 0.5186 -0.9557
C -0.4176 -0.8473 -0.8309
S -2.0705 -0.9321 -1.7102
H 2.2980 1.0410 1.4484
H -0.2543 1.3545 -0.6744
H 0.3234 0.7851 -2.0291
H -0.3480 -1.1221 0.1844
H 0.1082 -1.6091 -1.4586
H -2.9692 -0.8741 -0.7495
O -1.1890 0.3854 2.2757
H -0.2408 0.4548 2.0061
H -1.3160 -0.4986 2.5512
```

E, eV: -20218.1708
Energy relative to the best compared isomer or geometry (same formula, charge and spin), eV: 0.780
Orbital gap, eV: 9.7
Total charge: 0
Strongest force on any atom, Eh/bohr: 0.0520
SMILES string: O=C(O)CCS.O